1.
# C42H67BrF9NO10S2

4 unconnected molecules or ions with the total composition C42H67BrF9NO10S2 in a non-equilibrium geometry (ωB97M-V/def2-TZVPD, the Open Molecules 2025 dataset).

As for the HOMO-LUMO gap: 7.840 eV. The calculation puts the molar mass at 1061.015 Da. For the total energy, the calculation gives -182774.0375 eV. The calculation puts the HOMO energy at -8.1717 eV.

```
! wB97M-V def2-TZVPD RIJCOSX def2/J DEFGRID3
* xyz 0 1
C 3.74280 2.98658 1.62281
C 2.41268 2.47959 2.21872
N 1.31012 2.38493 1.19212
C 0.32126 1.38931 1.67368
C 0.72742 -0.04384 1.26175
C 0.73850 3.68286 1.14120
S -0.47464 4.19742 2.08922
S 1.41080 4.89377 -0.02331
C 0.53191 4.56141 -1.57900
C -0.50091 5.66609 -1.89687
C -1.72973 5.09092 -2.61854
C -2.56385 4.29714 -1.61215
O -3.79945 3.88744 -2.19586
C -3.96305 2.48870 -2.32804
C -5.11122 2.09599 -1.39279
C -5.19695 0.59836 -1.11100
O -3.94955 0.10579 -0.62875
C -3.90168 -1.32255 -0.68562
C -2.49157 -1.88561 -0.39316
O -2.02398 -2.70835 -1.45019
C -1.01827 -2.20003 -2.22079
C -0.80589 -0.89906 -2.51841
C 0.20114 -0.52027 -3.33678
C 1.05547 -1.40648 -3.90173
C 2.17137 -1.01092 -4.88210
C 1.72771 0.16197 -5.80849
C 2.34088 -2.21572 -5.86619
C 3.57927 -0.80239 -4.25154
C 3.68039 -0.13356 -2.87431
C 2.87021 1.17189 -2.68962
C 3.41285 -1.15035 -1.71926
C 5.17744 0.27133 -2.70272
C 0.84508 -2.71584 -3.55746
C -0.14754 -3.10155 -2.74431
C -4.39944 2.18402 -3.84276
Br -4.49954 3.84542 -4.88786
O -3.43460 1.41493 -4.51986
C -3.76402 0.02811 -4.38670
H 3.70367 3.00834 0.53344
H 4.56448 2.32816 1.90947
H 3.92070 4.01385 1.94080
H 2.10317 3.22780 2.95728
H 2.50673 1.52731 2.73844
H 0.27755 1.46078 2.76612
H -0.68046 1.57668 1.29438
H 1.08829 -0.62462 2.10909
H -0.16713 -0.53556 0.86871
H 1.44565 -0.03228 0.44102
H 1.26282 4.54174 -2.39146
H 0.04881 3.58417 -1.59583
H -0.84652 6.03171 -0.92406
H -0.07712 6.49115 -2.47036
H -2.36286 5.90661 -2.97897
H -1.48919 4.48508 -3.49979
H -2.83217 4.99429 -0.80659
H -2.01103 3.47927 -1.13767
H -3.05021 1.91243 -2.15754
H -6.04100 2.43227 -1.86577
H -5.00071 2.69236 -0.48194
H -5.52242 0.10593 -2.03928
H -5.96888 0.44089 -0.34375
H -4.59873 -1.70147 0.07610
H -4.27274 -1.65902 -1.66146
H -1.78800 -1.11671 -0.06331
H -2.63139 -2.55088 0.46338
H -1.47625 -0.15143 -2.10666
H 0.29242 0.53421 -3.55312
H 2.60076 0.75316 -6.09260
H 1.31070 -0.24931 -6.73133
H 0.95106 0.78521 -5.36780
H 1.35484 -2.50932 -6.23610
H 2.94304 -1.89249 -6.72055
H 2.81977 -3.06758 -5.38434
H 4.16109 -0.18584 -4.94954
H 4.08685 -1.77157 -4.22947
H 3.56084 2.01953 -2.64096
H 2.16918 1.39706 -3.49150
H 2.35511 1.14499 -1.72679
H 4.13374 -0.98806 -0.91612
H 3.42594 -2.18260 -2.06741
H 2.42640 -0.94373 -1.29220
H 5.42568 1.03854 -3.44437
H 5.84662 -0.58854 -2.77209
H 5.26810 0.76621 -1.73121
H 1.47334 -3.51316 -3.92992
H -0.30044 -4.15112 -2.51847
H -5.35272 1.64937 -3.88653
H -4.73189 -0.21062 -4.84106
H -3.72478 -0.23990 -3.32673
H -2.96556 -0.52057 -4.88176
C 2.55857 -6.56653 3.75214
C 3.55809 -5.46722 4.04436
O 4.39539 -5.21536 2.89747
C 3.88008 -4.43269 1.95452
O 2.79128 -3.92402 1.97111
C 4.91196 -4.22661 0.83402
F 5.50933 -5.38078 0.48712
F 5.88216 -3.37729 1.22302
F 4.34854 -3.71884 -0.26609
H 3.07098 -7.46641 3.40884
H 1.98393 -6.80515 4.64692
H 1.86513 -6.26944 2.96491
H 4.22349 -5.77376 4.84641
H 3.06536 -4.55041 4.36555
C -7.08677 5.10523 1.41550
C -8.00400 4.68219 0.28782
O -8.75560 3.50810 0.65134
C -9.84156 3.71100 1.39445
O -10.24431 4.77286 1.78479
C -10.55007 2.37035 1.65061
F -9.67842 1.40604 1.99550
F -11.19659 1.95784 0.54457
F -11.44791 2.47635 2.63335
H -6.44348 4.27647 1.71534
H -6.46319 5.94312 1.10507
H -7.65774 5.40564 2.29413
H -7.41226 4.41026 -0.58477
H -8.67103 5.49066 -0.00942
C 7.34734 -3.51554 8.81877
C 6.79305 -4.89384 9.10856
O 5.35588 -4.86224 9.21785
C 4.67980 -4.88404 8.07540
O 5.15362 -4.92619 6.97080
C 3.16935 -4.89541 8.36316
F 2.83659 -4.00309 9.30852
F 2.77895 -6.10961 8.79030
F 2.46646 -4.60422 7.26182
H 7.00732 -2.80197 9.57030
H 8.43658 -3.53632 8.81779
H 7.00790 -3.15156 7.84902
H 7.15921 -5.24992 10.06945
H 7.10003 -5.61782 8.35448
*
```

2.
# C48H40F9IN2O26P

7 unconnected molecules or ions with the total composition C48H40F9IN2O26P in a non-equilibrium geometry (ωB97M-V/def2-TZVPD, the Open Molecules 2025 dataset).

As for the HOMO-LUMO gap: 6.871 eV. The calculation puts the molar mass at 1389.696 Da. For the total energy, the calculation gives -148467.5973 eV. The calculation puts the HOMO energy at -10.8660 eV.

```
! wB97M-V def2-TZVPD RIJCOSX def2/J DEFGRID3
* xyz 1 1
N -1.53039 1.03620 -5.15189
P -1.43061 1.13141 -6.93361
O 0.25535 1.59662 -7.23792
C -1.80115 -0.57580 -7.76065
C -0.62083 -0.93097 -8.88299
C -0.87146 -0.22449 -10.34334
O -0.65336 -1.00846 -11.43448
I -1.47893 1.85715 -10.68545
C -3.30472 -0.75763 -8.47053
C -4.13858 -1.86246 -7.53128
C -5.69240 -1.41386 -7.79877
C -6.70047 -1.59198 -6.51875
C -7.19145 -0.19518 -5.81606
F -8.12139 -0.60105 -4.69652
F -6.01760 0.42366 -5.15840
C -8.03222 0.81723 -6.81132
F -9.28274 1.18163 -6.04536
F -8.49337 0.05958 -7.99676
C -7.27844 2.23462 -7.13646
F -7.26005 3.00162 -5.83475
F -5.86318 2.11803 -7.55558
C -8.03976 3.20191 -8.21763
F -7.06876 4.31696 -8.52922
F -8.35434 2.56939 -9.51905
F -9.19580 3.86061 -7.55073
C -3.40535 -1.51492 -6.10721
N -1.92966 -1.48355 -6.55754
H -1.36980 1.99714 -4.72730
H -0.72150 0.41829 -4.84123
H 0.29596 1.93727 -8.17949
H 0.45479 -0.73224 -8.43805
H -0.68144 -2.10839 -9.06989
H -3.34265 -1.29064 -9.52199
H -3.67733 0.35326 -8.46363
H -3.85322 -2.93323 -7.96704
H -6.10481 -2.14446 -8.64815
H -5.73529 -0.33697 -8.26507
H -6.12189 -2.20781 -5.67730
H -7.61757 -2.27206 -6.84620
H -3.39005 -2.45789 -5.40183
H -3.65752 -0.52241 -5.53580
H -1.83523 -2.43345 -6.98555
H -1.19080 -1.49624 -5.82090
C 2.74871 1.44346 -3.53956
C 3.84966 1.82440 -2.88878
C 4.60526 0.87527 -2.02515
O 5.62403 1.24906 -1.45471
C 4.08526 -0.49404 -1.88673
C 2.98236 -0.87379 -2.53485
C 2.24276 0.06738 -3.41991
O 1.24251 -0.31615 -4.01703
O 2.48662 -2.15836 -2.40712
O 4.32976 3.11688 -2.99429
H 2.19102 2.12233 -4.17236
H 4.63401 -1.16848 -1.24195
H 1.68472 -2.18600 -2.97341
H 5.13496 3.14271 -2.43281
C 1.33132 -0.13899 0.61238
C 2.33254 0.55995 1.15067
C 2.08942 1.54737 2.23857
O 3.03195 2.16092 2.72665
C 0.70299 1.75199 2.68638
C -0.29850 1.05546 2.14555
C -0.05165 0.04852 1.07724
O -0.99030 -0.58944 0.61238
O -1.60418 1.24472 2.55978
O 3.63469 0.39102 0.71708
H 1.49409 -0.86152 -0.17742
H 0.53814 2.48544 3.46524
H -2.14154 0.62466 2.02008
H 4.17268 1.00668 1.26096
C -3.07343 3.21032 8.35754
C -4.12168 3.18311 7.53222
C -4.00718 2.63040 6.15417
O -4.99251 2.60140 5.42526
C -2.69174 2.13806 5.71620
C -1.64281 2.16855 6.54049
C -1.76422 2.69572 7.92738
O -0.78658 2.69380 8.66790
O -0.40303 1.70998 6.13445
O -5.35475 3.66742 7.92858
H -3.14311 3.60719 9.36251
H -2.61820 1.75547 4.70627
H 0.18822 1.83666 6.90833
H -5.94732 3.53517 7.15679
C 10.12657 1.10326 0.88224
C 9.07832 1.07606 0.05692
C 9.19282 0.52334 -1.32113
O 8.20749 0.49434 -2.05003
C 10.50826 0.03100 -1.75910
C 11.55719 0.06149 -0.93481
C 11.43578 0.58866 0.45209
O 12.41342 0.58674 1.19261
O 12.79697 -0.39708 -1.34084
O 7.84525 1.56037 0.45328
H 10.05689 1.50013 1.88721
H 10.58180 -0.35158 -2.76903
H 13.38822 -0.27040 -0.56697
H 7.25268 1.42811 -0.31850
C -2.09994 -2.36654 6.66855
C -1.37222 -3.35256 7.19667
C -1.51446 -3.73783 8.62809
O -0.84578 -4.66055 9.08028
C -2.46498 -2.97812 9.45509
C -3.19008 -1.98986 8.92761
C -3.06769 -1.62320 7.49001
O -3.76097 -0.72233 7.02963
O -4.08326 -1.26999 9.69976
O -0.45870 -4.05398 6.43142
H -2.00829 -2.07757 5.62912
H -2.54553 -3.25669 10.49800
H -4.48496 -0.61326 9.08996
H -0.06148 -4.71460 7.03976
C 3.70880 -2.25483 10.39091
C 2.75106 -2.94268 9.76616
C 2.40079 -2.66551 8.34555
O 1.52919 -3.32690 7.79248
C 3.12520 -1.58716 7.65490
C 4.08050 -0.89712 8.28091
C 4.44942 -1.19297 9.69247
O 5.34444 -0.55386 10.23528
O 4.76340 0.11942 7.63865
O 2.04882 -3.94040 10.41694
H 3.97514 -2.44736 11.42257
H 2.84843 -1.38418 6.62829
H 5.40273 0.46283 8.30034
H 1.41375 -4.28777 9.75339
*
```

3.
# C4H8OS2

2 unconnected molecules or ions with the total composition C4H8OS2 in a non-equilibrium geometry (ωB97M-V/def2-TZVPD, the Open Molecules 2025 dataset).

As for the HOMO-LUMO gap: 3.779 eV. The calculation puts the molar mass at 136.241 Da. For the total energy, the calculation gives -27990.3111 eV. The calculation puts the HOMO energy at -8.1667 eV. The relative energy (zero: lowest compared OMol25 entry of this formula, charge and spin) is 5.3898 eV.

```
! wB97M-V def2-TZVPD RIJCOSX def2/J DEFGRID3
* xyz 0 1
C -1.14027 -1.17747 0.18826
C -0.76558 -2.46757 0.90683
O 0.38832 -2.80736 1.00689
C -0.86524 0.00072 1.15524
S -1.46326 -0.43361 2.76659
S 0.77698 1.15236 -1.06554
C 1.94628 2.31748 -1.74464
H -0.59938 -1.06911 -0.75177
H -2.21060 -1.17091 -0.02437
H -1.56508 -3.14182 1.24398
H -1.31577 0.93165 0.79495
H 0.24628 0.20872 1.26437
H 2.90870 1.83546 -1.90398
H 2.06883 3.19343 -1.10044
H 1.58977 2.62802 -2.73638
*
```